(1)
C13H12NP | the ωB97M-V functional and the def2-TZVPD basis

HOMO level (spin up / spin down) = -6.13 / -8.67 eV
gap between HOMO and LUMO (spin up / spin down) = 6.90 / 6.60 eV
spin multiplicity = 3
expectation value of S² = 2.040
maximum force = 5.52 eV Å⁻¹

CARTESIAN COORDINATES (ANGSTROEM)
P  1.93135  2.43413  -0.46209
N  1.30503  1.04427  -0.31903
C  2.38497  -1.09133  -0.19856
C  -0.04170  -0.84683  0.02485
C  1.20692  -0.25741  -0.09381
C  -1.64509  1.05280  0.67702
C  -1.29200  -0.06105  -0.01300
C  -3.57944  -0.00163  -0.92011
C  -0.17462  -2.21267  -0.03604
C  -2.90128  1.65359  0.64241
C  -3.86473  1.15762  -0.23076
C  -2.32212  -0.57786  -0.82620
C  3.40787  2.52206  0.59290
C  0.95373  -3.01696  0.01938
C  2.18481  -2.46785  -0.12122
H  -4.36125  -0.35067  -1.71762
H  3.30801  -0.75248  -0.30827
H  3.36415  2.67983  1.58208
H  -2.19153  -1.42457  -1.52897
H  4.08013  3.41754  0.30118
H  -1.02997  -2.83821  0.23873
H  -0.82558  1.43277  1.33763
H  -4.84108  1.54380  -0.14324
H  0.93651  -4.13030  -0.01304
H  -3.03958  2.59841  1.06983
H  4.03604  1.67292  0.38694
H  3.01047  -3.17990  0.05902


(2)
C13H12O | the ωB97M-V functional and the def2-TZVPD basis

HOMO level = -8.40 eV
SMILES string = OC(c1ccccc1)c1ccccc1
gap between HOMO and LUMO = 9.04 eV
energy relative to the best compared isomer or geometry (same formula, charge and spin) = 102.64 kcal per mole
maximum force = 6.99 eV Å⁻¹

CARTESIAN COORDINATES (ANGSTROEM)
O  -0.59089  2.24041  -0.10024
C  -3.31897  0.38306  0.68392
C  -0.11300  1.20934  -0.94047
C  2.54742  -0.35114  1.62088
C  2.18705  -0.06202  -1.17455
C  3.32667  -0.61771  -0.76401
C  3.57303  -0.59093  0.58416
C  -2.21799  1.05577  0.22838
C  -2.48484  -1.87025  -0.34705
C  -1.29090  0.33603  -0.48631
C  -3.37113  -1.06932  0.55515
C  1.23647  0.54497  -0.34776
C  -1.48548  -1.01870  -0.72179
C  1.61202  0.41033  1.07430
H  -0.23436  1.39993  -2.02437
H  1.01474  1.05072  1.83180
H  -0.71165  -1.52244  -1.41054
H  -4.19450  0.69555  1.32133
H  0.09359  2.84391  -0.12507
H  2.47503  -0.53895  2.71635
H  1.99710  -0.20989  -2.34648
H  -2.89808  -2.88227  -0.73237
H  4.40917  -0.88178  -1.28784
H  -1.84290  2.13056  0.36692
H  4.49109  -1.06091  1.04367
H  -4.20869  -1.62428  0.78201


Which formula does entry 1 have?
C13H12NP


Which value of maximum force does entry 1 give?
5.52 eV Å⁻¹


The highest maximum force belongs to which entry?
C13H12O